#A
A 2-piece molecular cluster, C12H17N overall, computed with the ωB97M-V functional and the def2-TZVPD basis.

ORCA input file:
```
! wB97M-V def2-TZVPD RIJCOSX def2/J DEFGRID3
* xyz 0 1
C -3.16637 1.26448 1.43921
C -1.99949 0.24547 1.40236
C -1.27221 0.21700 0.12648
C -1.44415 1.39024 -0.80537
N -0.65821 1.14264 -1.88203
C -0.33454 -0.23888 -1.94282
C 0.12347 -1.14652 -2.94120
C 0.66465 -2.36816 -2.53894
C 0.70271 -2.75637 -1.12774
C 0.06657 -1.88123 -0.19097
C -0.52112 -0.74187 -0.62722
H -3.50225 1.34644 0.40584
H -2.87814 2.33874 1.63627
H -4.08236 1.06036 2.05789
H -1.25684 0.11750 2.27045
H -2.47441 -0.80879 1.46283
H -2.01552 2.24246 -0.73548
H -0.56924 1.81910 -2.73221
H 0.12564 -0.58658 -3.99379
H 1.01824 -3.08852 -3.36847
H 1.28891 -3.65862 -0.70887
H -0.20040 -2.17711 0.85607
C 2.51053 0.60006 2.24273
C 3.04603 1.04693 0.83510
H 3.08523 -0.32776 2.47698
H 2.66125 1.46961 2.87896
H 1.50241 0.11468 1.97635
H 3.04111 2.12272 0.71027
H 4.04945 0.61501 0.71520
H 2.48904 0.62698 0.10213
*
```

## Properties
Gap between HOMO and LUMO: 8.21 eV
E_LUMO: 0.84 eV

Mulliken charges in e: C -1.25; C 0.10; C 0.27; C -1.11; N -0.08; C -0.25; C -0.57; C -0.33; C -0.67; C -0.25; C 0.78; H 0.35; H 0.30; H 0.33; H 0.24; H 0.25; H 0.52; H 0.29; H 0.18; H 0.28; H 0.30; H 0.32; C -0.43; C -0.81; H 0.24; H 0.34; H -0.09; H 0.28; H 0.30; H 0.17

***

#B
A 2-piece molecular cluster, C12H17N overall, computed with the ωB97M-V functional and the def2-TZVPD basis.

ORCA input file:
```
! wB97M-V def2-TZVPD RIJCOSX def2/J DEFGRID3
* xyz 0 1
C -1.54642 1.96144 0.47567
C -1.13770 1.07169 -0.61866
C -2.01067 0.23892 -1.31088
N -1.28280 -0.75133 -2.01700
C 0.11730 -0.40895 -1.86298
C 1.12835 -1.03658 -2.58367
C 2.36028 -0.48409 -2.34305
C 2.54720 0.78885 -1.64492
C 1.57623 1.36267 -0.87257
C 0.31921 0.75290 -0.98901
H -0.96819 1.95815 1.39405
H -2.54729 2.05408 0.62031
H -1.30040 2.97545 0.25533
H -3.04250 0.03720 -1.02965
H -1.44189 -1.06487 -2.89825
H 1.11568 -1.62815 -3.49814
H 3.22277 -0.79005 -2.97800
H 3.51943 1.31135 -1.70102
H 1.84665 2.27602 -0.22301
C 0.77965 -1.00626 3.31656
C -0.52495 -1.66838 3.50325
C -1.53229 -0.60420 4.10538
H 1.50236 -1.20919 4.03238
H 0.46006 -0.02929 3.50039
H 1.04273 -1.07000 2.24991
H -0.88538 -2.14456 2.46561
H -0.72965 -2.49209 4.31414
H -1.17641 -0.09034 4.99317
H -1.54352 0.24665 3.33441
H -2.55198 -0.88902 4.23654
*
```

## Properties
Gap between HOMO and LUMO: 9.01 eV
E_LUMO: 0.96 eV

Mulliken charges in e: C -1.70; C 0.81; C -0.67; N -0.25; C 0.25; C -0.66; C -0.52; C -0.40; C -0.41; C 0.61; H 0.23; H 0.55; H 0.40; H 0.36; H 0.23; H 0.28; H 0.29; H 0.32; H 0.28; C -1.03; C -0.01; C -1.15; H 0.37; H 0.31; H 0.23; H 0.18; H 0.24; H 0.36; H 0.12; H 0.37

***

#C
A 2-piece molecular cluster, C12H17N overall, computed with the ωB97M-V functional and the def2-TZVPD basis.

ORCA input file:
```
! wB97M-V def2-TZVPD RIJCOSX def2/J DEFGRID3
* xyz 0 1
C -2.14546 -0.65245 1.89697
C -3.00397 0.09558 0.93685
C -2.34098 0.30695 -0.31701
C -2.47953 -0.72369 -1.30992
N -1.46250 -0.49212 -2.29563
C -0.63079 0.62333 -1.90369
C 0.55741 1.19010 -2.33385
C 1.01962 2.36267 -1.73936
C 0.29052 2.91435 -0.71479
C -0.86713 2.33750 -0.09668
C -1.30678 1.18916 -0.74115
H -1.39267 0.07319 2.25396
H -1.41537 -1.33900 1.51014
H -2.70510 -1.37834 2.59019
H -4.00455 -0.32150 0.64504
H -3.21533 1.14331 1.33752
H -3.21502 -1.46768 -1.52115
H -1.26044 -0.98729 -3.13572
H 1.19777 0.70751 -3.07206
H 1.86015 2.85867 -2.01107
H 0.78841 3.80330 -0.21309
H -1.23788 2.82813 0.76524
C 3.61032 -2.38285 1.71609
C 3.19324 -1.39431 0.66564
H 2.78960 -2.69857 2.39099
H 4.04533 -3.40244 1.42942
H 4.44769 -1.84458 2.35839
H 2.19508 -1.69350 0.16872
H 2.88679 -0.36072 1.03248
H 3.80154 -1.29469 -0.29247
*
```

## Properties
Gap between HOMO and LUMO: 8.43 eV
E_LUMO: 0.91 eV

Mulliken charges in e: C -1.09; C -0.71; C 0.60; C -0.85; N -0.03; C -0.54; C -0.63; C -0.75; C -0.43; C -0.69; C 1.32; H 0.35; H 0.35; H 0.27; H 0.36; H 0.28; H 0.43; H 0.17; H 0.34; H 0.56; H 0.23; H 0.45; C -0.74; C -0.67; H 0.24; H 0.26; H 0.20; H 0.17; H 0.24; H 0.28

***

#D
A 2-piece molecular cluster, C12H17N overall, computed with the ωB97M-V functional and the def2-TZVPD basis.

ORCA input file:
```
! wB97M-V def2-TZVPD RIJCOSX def2/J DEFGRID3
* xyz 0 1
C 0.57603 2.95342 -1.90695
C -0.42338 1.94380 -1.47039
C -1.21242 1.23106 -2.32140
N -1.94026 0.25822 -1.59231
C -1.70230 0.47216 -0.26074
C -2.23991 -0.17099 0.86555
C -1.48565 -0.10651 2.01722
C -0.39818 0.80795 2.12212
C -0.03370 1.63191 1.07812
C -0.73068 1.44990 -0.14445
H 0.38229 3.94653 -1.49319
H 0.56320 3.06873 -2.98935
H 1.58720 2.73966 -1.54832
H -1.44639 1.31084 -3.36968
H -2.47460 -0.45211 -2.03655
H -3.20687 -0.65414 0.89976
H -1.80372 -0.52280 2.96400
H 0.07302 0.95072 3.08626
H 0.77498 2.34611 0.99583
C 1.14457 -1.93709 -0.76721
C 1.64542 -1.57640 0.63936
C 1.36405 -2.71875 1.59711
H 0.05996 -2.08718 -0.68961
H 1.19861 -1.04023 -1.39339
H 1.67315 -2.78132 -1.19632
H 2.72950 -1.38543 0.53920
H 1.30132 -0.58405 0.92346
H 1.85762 -2.65922 2.56919
H 0.28628 -2.83450 1.68887
H 1.88086 -3.60030 1.19385
*
```

## Properties
Gap between HOMO and LUMO: 8.92 eV
E_LUMO: 0.94 eV

Mulliken charges in e: C -1.38; C 0.75; C -1.04; N 0.04; C -0.44; C -0.98; C -0.32; C -0.49; C -0.55; C 1.17; H 0.33; H 0.36; H 0.29; H 0.41; H 0.19; H 0.42; H 0.45; H 0.37; H 0.40; C -1.11; C 0.30; C -1.21; H 0.20; H 0.25; H 0.44; H 0.34; H -0.16; H 0.34; H 0.29; H 0.34

***

If we sort the structures by their calculated energies, the order from most to least stable is #D, #C, #B, #A.

***

#A
A 2-piece molecular cluster, C12H17N overall, computed with the ωB97M-V functional and the def2-TZVPD basis.

ORCA input file:
```
! wB97M-V def2-TZVPD RIJCOSX def2/J DEFGRID3
* xyz 0 1
C -0.91390 -0.92520 -2.03736
C -1.46745 -0.95155 -0.71485
C -1.59105 -1.96531 0.11790
N -1.99732 -1.56815 1.41215
C -2.08375 -0.13819 1.38653
C -2.46137 0.72266 2.44593
C -2.59741 2.14988 2.10666
C -2.23419 2.50722 0.81030
C -1.91839 1.57690 -0.23937
C -1.83801 0.30212 0.09697
H 0.10816 -1.40870 -2.20292
H -0.78312 0.02318 -2.67408
H -1.41376 -1.42506 -2.86452
H -1.43511 -2.97035 -0.26573
H -1.84277 -1.95105 2.28304
H -2.69149 0.36301 3.39707
H -2.88231 2.93327 2.86576
H -2.39211 3.58371 0.51395
H -1.89637 2.08110 -1.26214
C 2.37512 -1.11787 0.10914
C 2.67874 0.17361 -0.71021
C 4.10679 0.27510 -0.90491
H 1.42255 -1.49824 0.09115
H 3.02847 -1.90189 -0.18788
H 2.58934 -1.10629 1.12820
H 2.42740 1.12220 -0.27601
H 2.12435 0.24512 -1.61114
H 4.61173 -0.33024 -0.10658
H 4.48148 1.33894 -0.85190
H 4.48575 -0.13995 -1.85516
*
```

## Properties
Gap between HOMO and LUMO: 8.83 eV
E_LUMO: 0.94 eV

Mulliken charges in e: C -1.39; C 0.67; C -0.52; N -0.17; C -0.55; C -0.70; C -0.52; C -0.48; C -0.37; C 1.23; H 0.20; H 0.29; H 0.40; H 0.39; H 0.22; H 0.44; H 0.32; H 0.27; H 0.27; C -1.34; C 0.15; C -1.21; H 0.17; H 0.44; H 0.48; H 0.21; H 0.23; H 0.27; H 0.33; H 0.27

***

#B
A 2-piece molecular cluster, C12H17N overall, computed with the ωB97M-V functional and the def2-TZVPD basis.

ORCA input file:
```
! wB97M-V def2-TZVPD RIJCOSX def2/J DEFGRID3
* xyz 0 1
C -1.46386 -2.01382 -2.37154
C -2.19330 -1.52540 -1.05692
C -1.02741 -1.59145 -0.08048
C -0.59619 -2.79240 0.45182
N 0.41537 -2.50426 1.45781
C 0.50904 -1.08915 1.48196
C 1.47004 -0.36064 2.24819
C 1.58320 0.99902 2.11460
C 0.72025 1.66770 1.30151
C -0.29339 1.06168 0.51048
C -0.38902 -0.49474 0.59862
H -1.98301 -1.73431 -3.30713
H -1.50561 -3.09513 -2.38984
H -0.44007 -1.78246 -2.52745
H -2.66997 -0.52368 -1.20367
H -2.97238 -2.20637 -0.77482
H -0.96003 -3.70930 0.41003
H 0.97425 -3.20243 1.94141
H 2.09718 -0.90696 2.80368
H 2.17010 1.70637 2.56559
H 0.72477 2.73361 0.90503
H -0.76093 1.68358 -0.27305
C 1.40430 3.37047 -1.98295
C -0.02292 3.94590 -2.38412
H 1.42931 2.69653 -1.10360
H 1.88635 2.64795 -2.69418
H 2.04417 4.14881 -1.77718
H -0.83039 4.25204 -1.62815
H 0.11709 4.65868 -3.13841
H -0.43290 3.09992 -3.00000
*
```

## Properties
Gap between HOMO and LUMO: 8.68 eV
E_LUMO: 0.93 eV

Mulliken charges in e: C -1.17; C -0.45; C 0.44; C -0.87; N -0.08; C -0.18; C -0.81; C -0.73; C -0.36; C -0.38; C 0.50; H 0.35; H 0.33; H 0.37; H 0.32; H 0.29; H 0.58; H 0.18; H 0.52; H 0.45; H 0.38; H 0.33; C -0.75; C -0.82; H 0.12; H 0.31; H 0.32; H 0.25; H 0.36; H 0.22

***

#C
A 2-piece molecular cluster, C12H17N overall, computed with the ωB97M-V functional and the def2-TZVPD basis.

ORCA input file:
```
! wB97M-V def2-TZVPD RIJCOSX def2/J DEFGRID3
* xyz 0 1
C -2.69980 1.66327 0.61065
C -1.65454 1.50568 -0.42022
C -1.80237 0.82313 -1.61579
N -0.60916 0.84230 -2.26384
C 0.40862 1.32078 -1.43357
C 1.81570 1.49929 -1.47589
C 2.53661 2.10976 -0.51092
C 1.79482 2.65022 0.59831
C 0.44666 2.65037 0.70009
C -0.28800 1.97870 -0.35530
H -3.17551 2.66193 0.39883
H -2.56754 1.74124 1.74589
H -3.57720 1.01709 0.60605
H -2.62162 0.27865 -2.27844
H -0.30989 0.26840 -3.08431
H 2.21507 1.00868 -2.29681
H 3.58409 1.85158 -0.64616
H 2.40359 3.10643 1.44230
H -0.03938 2.99832 1.54018
C 0.65357 -3.52385 -0.35127
C 0.90854 -2.52450 0.90744
C -0.15342 -2.66273 1.92730
H 0.37666 -2.93220 -1.24284
H 1.65299 -4.06443 -0.43647
H -0.31570 -4.05058 -0.06500
H 0.65527 -1.56508 0.18308
H 1.85417 -2.30051 1.33024
H -1.03510 -3.31557 1.53785
H -0.59797 -1.88451 2.06068
H 0.14085 -3.15185 2.88796
*
```

## Properties
Gap between HOMO and LUMO: 8.59 eV
E_LUMO: 0.79 eV

Mulliken charges in e: C -1.47; C 0.84; C -0.66; N -0.05; C -0.10; C -0.52; C -0.69; C -0.19; C -0.88; C 0.69; H 0.33; H 0.29; H 0.37; H 0.28; H 0.27; H 0.39; H 0.32; H 0.26; H 0.52; C -0.94; C 0.21; C -1.30; H 0.26; H 0.26; H 0.25; H -0.20; H 0.48; H 0.28; H 0.43; H 0.27

***

If we sort the structures by their calculated energies, the order from most to least stable is #A, #B, #C.

***

#A
C4H9N3O2 in the gas phase, computed with the ωB97M-V functional and the def2-TZVPD basis.

ORCA input file:
```
! wB97M-V def2-TZVPD RIJCOSX def2/J DEFGRID3
* xyz 0 1
H -2.66535 0.72174 0.91740
N -2.34740 0.34527 0.02097
C -1.17996 -0.15855 0.18154
O -0.61293 -0.30851 1.38710
C 0.25010 0.80697 1.62140
N 1.30566 0.37164 2.36887
O -0.02338 1.97980 1.47046
N -0.21811 -0.29072 -0.81650
C -0.38631 0.43992 -2.06573
C 0.77377 -1.35211 -0.80989
H 1.41936 -0.62162 2.50026
H 1.84231 1.08687 2.83751
H -0.63142 1.48557 -1.85891
H -1.19135 -0.00181 -2.65862
H 0.52075 0.38784 -2.67538
H 0.76409 -1.89922 -1.75686
H 0.61740 -2.08117 -0.01009
H 1.76277 -0.91193 -0.65353
*
```

## Properties
Gap between HOMO and LUMO: 9.51 eV
E_LUMO: 0.66 eV

Mulliken charges in e: H 0.28; N -0.73; C 0.56; O -0.41; C 0.61; N -0.36; O -0.56; N 0.18; C -1.04; C -1.11; H 0.22; H 0.25; H 0.31; H 0.30; H 0.41; H 0.45; H 0.34; H 0.30

***

#B
C4H9N3O2 in the gas phase, computed with the ωB97M-V functional and the def2-TZVPD basis.

ORCA input file:
```
! wB97M-V def2-TZVPD RIJCOSX def2/J DEFGRID3
* xyz 0 1
C -0.91017 1.66725 1.21275
N -0.68449 0.54459 0.31677
N 0.99268 -1.49763 0.24710
C 0.70156 0.04552 0.15461
C 0.70789 -0.15034 -1.32282
N -1.79936 -0.31867 0.21555
C 0.53381 -0.15819 -2.60215
O 1.92339 -1.71295 1.27828
O 1.63817 0.72855 0.68263
H 2.25702 -0.78069 1.38830
H 0.22967 -2.16057 0.33313
H -1.71284 -1.12394 0.83030
H -1.93674 -0.62153 -0.74158
H -0.01355 2.28086 1.22706
H -1.10851 1.32187 2.23471
H -1.76731 2.23889 0.85833
H -0.12515 0.55819 -3.08349
H 1.07392 -0.86120 -3.22949
*
```

## Properties
Gap between HOMO and LUMO (alpha / beta): 7.91 / 7.91 eV
E_LUMO (alpha / beta): -0.93 / -0.93 eV

Mulliken charges in e: C -0.90; N 0.17; N -0.31; C 1.57; C -0.17; N -0.68; C -0.92; O -0.44; O -0.90; H 0.39; H 0.24; H 0.23; H 0.23; H 0.34; H 0.28; H 0.29; H 0.30; H 0.28

***

#C
C4H9N3O2 in the gas phase, computed with the ωB97M-V functional and the def2-TZVPD basis.

ORCA input file:
```
! wB97M-V def2-TZVPD RIJCOSX def2/J DEFGRID3
* xyz 0 1
O -2.86484 0.51390 -0.60441
N -1.65686 0.44972 -0.78854
N -1.04111 -0.21996 0.16785
O -1.85260 -0.82826 1.18785
N 0.32819 -0.22070 0.27451
C 0.95603 1.10740 0.29714
C 2.40441 0.63582 0.53738
C 2.57464 -0.57946 -0.37449
C 1.08608 -0.89677 -0.74372
H -2.78145 -0.62566 0.87238
H 0.92310 1.62439 -0.71337
H 0.43571 1.80925 1.17501
H 3.22189 1.36497 0.18498
H 2.43102 0.63463 1.63286
H 3.21928 -0.31936 -1.26668
H 3.11663 -1.36415 0.20727
H 0.85753 -0.35333 -1.72282
H 0.77731 -1.92121 -0.91191
*
```

## Properties
Gap between HOMO and LUMO: 10.50 eV
E_LUMO: 0.95 eV

Mulliken charges in e: O -0.61; N -0.01; N 0.34; O -0.48; N 0.04; C -0.47; C -0.55; C -0.39; C -0.73; H 0.40; H 0.27; H 0.32; H 0.28; H 0.32; H 0.31; H 0.23; H 0.29; H 0.44

***

If we sort the structures by their calculated energies, the order from most to least stable is #A, #C, #B.

***

#A
A 2-piece molecular cluster, C7H16N overall, computed with the ωB97M-V functional and the def2-TZVPD basis.

ORCA input file:
```
! wB97M-V def2-TZVPD RIJCOSX def2/J DEFGRID3
* xyz 1 1
C 2.13189 -1.56145 -0.16281
C 0.66308 -1.75743 0.11631
C 1.31600 -0.45635 0.41585
C 1.56659 -0.03088 1.82664
C -2.21566 0.86959 0.48089
C -2.41744 0.59571 -2.03208
C -1.84028 1.12163 -0.91872
N 0.91001 0.71525 -0.42213
H 2.83403 -2.06337 0.45370
H 2.46333 -1.46333 -1.18555
H 0.36219 -2.52582 0.88737
H 0.59128 0.24709 2.35094
H 2.19773 0.80032 1.93597
H 2.10205 -0.79993 2.41300
H -2.60453 1.84454 0.95877
H -1.42188 0.35797 1.04773
H -2.98366 0.11655 0.48845
H 0.11170 -1.76613 -0.82701
H -2.07330 1.09859 -2.91322
H -3.07368 -0.23238 -2.04511
H -1.03811 1.89241 -0.97487
H 1.75861 1.19259 -0.72416
H 0.31516 1.50104 0.05807
H 0.34489 0.30378 -1.22802
*
```

## Properties
Gap between HOMO and LUMO: 10.25 eV
E_LUMO: -3.26 eV

Mulliken charges in e: C -0.77; C -0.60; C 0.72; C -1.61; C -0.90; C -0.86; C 0.02; N -0.22; H 0.31; H 0.26; H 0.27; H 0.27; H 0.47; H 0.41; H 0.26; H 0.18; H 0.36; H 0.28; H 0.30; H 0.32; H 0.40; H 0.36; H 0.40; H 0.38

***

#B
A 2-piece molecular cluster, C7H16N overall, computed with the ωB97M-V functional and the def2-TZVPD basis.

ORCA input file:
```
! wB97M-V def2-TZVPD RIJCOSX def2/J DEFGRID3
* xyz 1 1
C -0.59485 2.84619 -1.18855
C -0.96693 1.64044 -2.07484
C -1.61771 0.45520 -1.30009
C -0.72461 0.07470 -0.07843
C -1.23207 0.17201 1.16754
C 0.59087 -0.14732 -0.52719
C 0.87484 -1.17173 -1.58900
N 2.87889 -3.33280 4.65243
H -1.19216 3.03943 -0.28733
H -0.58912 3.65789 -1.90685
H 0.41300 2.79538 -0.74213
H -1.75491 2.12498 -2.64924
H -1.76251 -0.38158 -1.97826
H -2.61528 0.70342 -0.93540
H -0.70224 -0.08345 2.07772
H -2.29863 0.27409 1.33152
H 1.34993 0.10184 0.21766
H 2.96800 -3.00005 3.70552
H 1.11190 -0.85573 -2.61585
H -0.08533 -1.62612 -1.86746
H 1.57455 -1.97744 -1.37302
H -0.14875 1.27148 -2.68856
H 3.36396 -2.68947 5.27055
H 1.94231 -3.38170 5.03269
*
```

## Properties
Gap between HOMO and LUMO: 4.86 eV
E_LUMO: -7.22 eV

Mulliken charges in e: C -1.08; C -0.43; C -0.79; C 0.72; C -0.88; C 0.07; C -1.16; N -0.63; H 0.30; H 0.36; H 0.31; H 0.41; H 0.29; H 0.48; H 0.32; H 0.29; H 0.45; H 0.19; H 0.40; H 0.34; H 0.36; H 0.25; H 0.22; H 0.22

***

If we sort the structures by their calculated energies, the order from most to least stable is #A, #B.